{"formula": "C43H70ClN3O6PRb", "method": "ωB97M-V/def2-TZVPD", "symbols": ["Rb", "O", "Cl", "O", "O", "O", "C", "C", "C", "C", "C", "C", "C", "C", "C", "C", "C", "C", "N", "C", "C", "C", "C", "C", "C", "C", "N", "C", "C", "C", "C", "C", "C", "C", "C", "C", "C", "C", "C", "H", "H", "H", "H", "H", "H", "H", "H", "H", "H", "H", "H", "H", "H", "H", "H", "H", "H", "H", "H", "H", "H", "H", "H", "H", "H", "H", "H", "H", "H", "H", "H", "H", "H", "H", "H", "H", "H", "H", "O", "H", "H", "O", "H", "H", "C", "C", "C", "C", "P", "N", "C", "C", "C", "C", "C", "C", "C", "C", "H", "H", "H", "H", "H", "H", "H", "H", "H", "H", "H", "H", "H", "H", "H", "H", "H", "H", "H", "H", "H", "H", "H", "H", "H", "H", "H"], "positions_angstrom": [[0.195580, 0.282040, 1.748284], [2.708365, 0.451982, 3.648240], [1.921978, 1.670187, 3.798179], [2.501455, 2.527653, 4.789111], [0.567451, 1.294805, 4.174825], [1.864564, 2.350588, 2.506764], [3.603644, 3.307891, -1.465839], [2.109397, 3.591778, -1.643140], [1.858219, 3.989060, -3.100718], [1.615771, 4.625788, -0.636853], [2.356320, 5.796116, -0.490099], [2.048893, 6.742862, 0.471919], [1.005132, 6.494625, 1.346148], [0.235263, 5.345368, 1.235577], [-0.869615, 5.078299, 2.238231], [-0.352894, 5.148549, 3.673815], [-2.051699, 6.022850, 2.024116], [0.492782, 4.437704, 0.199307], [-0.405709, 3.350817, 0.107172], [-0.711991, 2.921767, -1.055369], [-1.715097, 1.908703, -1.345018], [-2.909996, 1.830025, -0.641059], [-3.935112, 0.995279, -1.052020], [-3.727314, 0.218206, -2.200170], [-2.547135, 0.252724, -2.906049], [-1.458080, 1.081700, -2.487705], [-0.231218, 1.068661, -2.997712], [0.005758, 0.362010, -4.166023], [-0.401555, 0.853492, -5.421482], [-0.075617, 0.158970, -6.581962], [0.652584, -1.017890, -6.538065], [1.071166, -1.492321, -5.301151], [0.768762, -0.829206, -4.118991], [1.263565, -1.417442, -2.810457], [0.131203, -1.902569, -1.901560], [2.206012, -0.482281, -2.055696], [-1.150539, 2.167655, -5.522966], [-0.350865, 3.201098, -6.319179], [-2.546344, 1.992858, -6.121892], [3.894797, 2.454087, -2.078952], [3.860787, 3.079775, -0.433071], [4.211171, 4.162012, -1.771884], [1.580652, 2.656399, -1.454321], [2.463453, 4.865127, -3.356857], [0.817469, 4.239194, -3.300800], [2.133227, 3.170170, -3.766683], [3.206652, 5.958911, -1.139256], [2.638631, 7.647091, 0.560170], [0.787316, 7.201570, 2.138439], [-1.216780, 4.060218, 2.054529], [-0.038108, 6.161064, 3.938977], [0.495685, 4.480351, 3.818489], [-1.137278, 4.853092, 4.373450], [-1.748330, 7.064617, 2.163854], [-2.853677, 5.808308, 2.733959], [-2.453930, 5.923172, 1.015220], [-0.250610, 3.331695, -1.954582], [-3.028402, 2.463061, 0.232298], [-4.856832, 0.926635, -0.492590], [-4.514722, -0.451884, -2.532966], [-2.404224, -0.393680, -3.763602], [-0.399482, 0.550640, -7.540934], [0.893020, -1.555822, -7.446954], [1.649073, -2.409845, -5.244453], [1.852164, -2.300764, -3.092448], [-0.494354, -1.073560, -1.578459], [0.518883, -2.382175, -0.999841], [-0.508893, -2.619821, -2.418626], [1.669575, 0.404895, -1.722008], [3.030927, -0.155289, -2.694016], [2.629874, -0.983611, -1.184172], [-1.259998, 2.548275, -4.504607], [-0.244462, 2.899433, -7.364586], [0.650340, 3.323418, -5.903313], [-0.850208, 4.173125, -6.301945], [-2.482924, 1.575347, -7.130512], [-3.063601, 2.953529, -6.189010], [-3.152631, 1.324182, -5.512005], [3.955459, 0.787151, 1.037461], [3.813055, 0.382835, 1.905692], [3.373087, 1.557362, 1.100190], [-2.721074, -1.056046, 1.226949], [-2.801313, -0.896222, 0.281464], [-1.918919, -1.673830, 1.327852], [-2.191917, -2.616253, 4.296852], [-1.846565, -3.975240, 3.668481], [-3.064176, -4.357523, 2.814219], [-1.711238, -5.003082, 4.795886], [-0.363267, -3.725138, 2.495118], [-0.474705, -2.472684, 1.615025], [-0.234338, -5.307210, 1.413022], [1.150601, -5.296711, 0.750819], [-1.236669, -5.131895, 0.261453], [-0.447187, -6.680669, 2.056222], [1.215380, -3.686107, 3.587931], [1.691349, -4.991660, 4.234668], [0.993767, -2.660866, 4.711998], [2.355475, -3.125467, 2.714496], [-3.204254, -2.672615, 4.712398], [-2.180099, -1.821360, 3.554983], [-1.519556, -2.347039, 5.107837], [-3.961413, -4.265333, 3.435775], [-3.018397, -5.384953, 2.457810], [-3.179777, -3.688893, 1.961909], [-2.673476, -5.077416, 5.319803], [-0.970682, -4.707301, 5.536483], [-1.457382, -6.000278, 4.440377], [1.370347, -4.319605, 0.322002], [1.154676, -6.034810, -0.058463], [1.951607, -5.562085, 1.437245], [-1.253190, -4.090689, -0.061884], [-2.247206, -5.426607, 0.537120], [-0.927392, -5.758158, -0.581798], [0.211288, -6.864863, 2.902758], [-0.241386, -7.458682, 1.309259], [-1.473309, -6.826814, 2.390670], [0.942419, -5.447309, 4.879241], [2.569005, -4.778339, 4.858460], [1.999106, -5.733114, 3.499483], [0.356670, -3.046230, 5.508899], [0.557713, -1.733317, 4.340421], [1.959829, -2.407489, 5.155915], [2.916482, -3.914445, 2.213993], [3.054305, -2.561829, 3.336440], [1.959985, -2.454567, 1.950619]], "forces_ev_per_angstrom": [[-0.823, -0.701, -1.243], [-0.169, 0.303, 0.076], [0.089, 0.113, 0.275], [-0.040, -0.087, -0.100], [0.502, 0.369, 0.394], [0.232, 0.039, 0.482], [0.018, -0.017, 0.039], [0.064, -0.062, 0.116], [0.043, 0.107, 0.032], [0.047, 0.014, -0.112], [-0.057, -0.027, 0.033], [-0.019, -0.034, -0.023], [-0.028, 0.030, 0.040], [0.028, 0.151, 0.145], [-0.038, -0.102, 0.000], [0.002, 0.016, 0.025], [0.004, 0.037, 0.004], [-0.019, -0.153, -0.094], [0.215, -0.141, 0.018], [-0.255, -0.095, -0.178], [0.133, 0.132, -0.015], [-0.013, 0.030, 0.067], [0.053, -0.045, -0.045], [-0.068, -0.014, 0.049], [0.032, 0.047, -0.024], [-0.028, -0.198, 0.081], [-0.200, 0.200, 0.002], [0.226, -0.072, 0.067], [-0.014, 0.057, -0.135], [-0.029, -0.030, -0.012], [-0.023, 0.042, 0.070], [-0.002, -0.010, -0.012], [-0.013, -0.038, -0.036], [0.027, -0.122, -0.011], [0.061, -0.027, 0.010], [0.042, 0.054, 0.048], [-0.031, 0.065, 0.080], [0.027, -0.002, -0.007], [0.016, -0.001, -0.026], [-0.006, -0.030, -0.018], [-0.027, -0.023, 0.052], [0.026, 0.023, -0.041], [0.077, 0.000, -0.076], [-0.003, 0.004, -0.002], [-0.049, 0.003, -0.002], [0.015, -0.043, -0.003], [0.053, 0.011, -0.034], [0.016, 0.014, 0.003], [0.004, 0.024, 0.011], [0.031, 0.082, 0.039], [0.012, 0.036, 0.012], [0.009, -0.005, -0.015], [-0.032, -0.010, 0.013], [0.005, 0.016, 0.000], [-0.019, -0.016, 0.024], [-0.005, -0.009, -0.038], [-0.137, 0.036, 0.033], [-0.008, 0.003, -0.004], [-0.035, 0.004, 0.017], [-0.002, 0.003, -0.009], [-0.027, -0.021, -0.007], [-0.007, 0.014, -0.036], [0.014, -0.004, -0.023], [0.002, -0.006, -0.010], [-0.026, 0.002, 0.023], [-0.028, 0.047, 0.013], [0.009, 0.020, 0.010], [-0.037, -0.026, -0.037], [0.011, 0.008, -0.007], [0.017, 0.004, -0.003], [0.023, -0.019, 0.033], [-0.006, -0.019, -0.077], [0.005, -0.020, -0.023], [-0.005, 0.001, 0.014], [-0.018, 0.024, 0.002], [-0.019, -0.004, -0.036], [-0.004, 0.024, 0.010], [0.006, -0.028, 0.027], [-0.096, 0.021, 0.037], [0.034, 0.008, -0.038], [0.074, -0.038, -0.015], [0.104, -0.046, 0.091], [-0.058, 0.097, -0.063], [0.038, -0.020, -0.005], [-0.020, 0.016, 0.062], [-0.050, -0.063, 0.066], [-0.005, -0.008, 0.015], [-0.075, 0.010, 0.022], [0.133, 0.444, -0.360], [-0.002, -0.201, 0.328], [-0.017, -0.098, 0.019], [-0.002, -0.025, 0.015], [-0.027, -0.014, -0.014], [-0.009, -0.013, -0.076], [0.056, -0.045, 0.057], [0.070, 0.043, 0.020], [-0.051, -0.012, -0.006], [0.011, -0.008, -0.044], [-0.007, -0.005, 0.032], [-0.002, 0.011, -0.084], [-0.002, 0.022, -0.013], [-0.025, -0.025, -0.004], [0.017, -0.057, -0.010], [0.030, 0.058, -0.020], [0.014, -0.006, -0.007], [0.060, 0.030, 0.027], [0.026, -0.044, -0.047], [-0.020, 0.050, -0.011], [0.019, -0.013, -0.013], [0.021, -0.021, 0.042], [0.025, 0.042, 0.003], [-0.034, 0.020, 0.011], [-0.019, -0.048, -0.022], [0.074, 0.020, 0.072], [-0.009, 0.000, 0.001], [-0.056, 0.025, 0.022], [-0.086, -0.018, 0.036], [-0.005, 0.004, -0.009], [-0.002, -0.027, -0.059], [-0.004, -0.023, -0.016], [0.023, -0.007, -0.029], [0.028, -0.011, 0.037], [-0.007, 0.010, -0.003], [0.047, -0.005, 0.031], [-0.039, 0.022, 0.011]], "orbital_gap_ha": 0.2093, "fmax_ev_per_a": 1.6, "charge": -2, "lumo_ev": 3.90, "relative_energy_kcal_mol": 0.0, "homo_ev": -1.80}



{"formula": "C17H10F2N3O4S", "method": "ωB97M-V/def2-TZVPD", "symbols": ["C", "N", "O", "O", "C", "C", "C", "C", "C", "N", "C", "C", "H", "H", "H", "H", "H", "F", "C", "F", "S", "N", "C", "O", "C", "C", "C", "C", "C", "C", "C", "O", "H", "H", "H", "H", "H"], "positions_angstrom": [[0.691987, 0.283915, 1.047496], [-0.476990, 0.931425, 1.404217], [-1.495466, 0.949394, 0.646506], [-0.539871, 1.517681, 2.532960], [1.839812, 0.615784, 1.824063], [1.717756, 0.850510, 3.219468], [2.845679, 1.155163, 3.971362], [4.123192, 1.238315, 3.377856], [5.253034, 1.611076, 4.186293], [6.151899, 1.982763, 4.836653], [4.275339, 0.961207, 2.003165], [3.148329, 0.677828, 1.231933], [0.823212, -0.206487, 0.070336], [0.762009, 0.747024, 3.728087], [2.702023, 1.326526, 5.042658], [5.276864, 0.932917, 1.559583], [3.248731, 0.445805, 0.171994], [-2.736026, -5.709564, -1.017367], [-2.062137, -4.593373, -1.462921], [-2.597820, -4.193804, -2.661347], [-2.209268, -3.354332, -0.136183], [-2.122064, -1.922552, -1.074269], [-3.238198, -1.311785, -1.715886], [-4.381510, -1.726526, -1.765171], [-2.660930, -0.062956, -2.293207], [-1.297080, -0.008797, -2.017821], [-0.555385, 1.155362, -2.173790], [-1.254093, 2.258986, -2.686837], [-2.583362, 2.146965, -3.120653], [-3.311479, 0.963596, -2.962340], [-0.901062, -1.320906, -1.447438], [0.232640, -1.787221, -1.337562], [-0.983622, -4.777144, -1.582812], [0.467115, 1.203688, -1.786902], [-0.741639, 3.210413, -2.728700], [-3.072189, 3.000654, -3.579645], [-4.339430, 0.808451, -3.303780]], "forces_ev_per_angstrom": [[-0.489, 0.915, -0.338], [-0.096, -0.275, 0.447], [0.711, -0.446, 0.071], [-0.821, -0.125, -1.498], [0.809, -0.232, 0.339], [1.282, -0.113, 0.502], [-0.217, 0.022, -0.286], [-0.085, -0.082, 0.053], [1.292, 0.723, 0.825], [-1.480, -0.763, -1.077], [-0.445, -0.160, -0.011], [-0.341, -0.279, 0.862], [-0.549, 0.638, 0.716], [0.617, -0.030, -0.302], [0.334, -0.034, -0.349], [-0.424, 0.187, 0.161], [0.011, 0.088, 0.203], [0.621, 0.608, -0.467], [0.073, 0.046, -0.122], [0.316, -0.332, 1.005], [-0.522, 0.942, -0.652], [-0.004, -1.513, 0.312], [-0.855, -0.156, -0.301], [1.720, 0.460, 0.308], [0.139, 0.065, -0.437], [-0.244, 0.233, -0.072], [-0.529, -0.096, -0.044], [0.192, -0.569, 0.141], [-0.058, -0.156, -0.155], [0.200, -0.080, 0.363], [1.871, 0.073, 0.504], [-2.471, 0.437, -0.155], [-0.535, -0.505, -0.371], [-0.385, 0.097, -0.355], [-0.094, 0.066, -0.138], [0.121, -0.023, 0.063], [0.334, 0.370, 0.254]], "orbital_gap_ha": 0.2165, "fmax_ev_per_a": 2.5, "charge": -1, "lumo_ev": 1.88, "relative_energy_kcal_mol": 0.0, "homo_ev": -4.01}